[1]
{
  "formula": "C27H51Cl2N4O2PSi3",
  "method": "ωB97M-V/def2-TZVPD",
  "symbols": ["Cl", "Cl", "P", "Si", "Si", "Si", "O", "O", "N", "N", "N", "N", "C", "C", "C", "C", "C", "C", "C", "C", "C", "C", "C", "C", "C", "C", "C", "C", "C", "C", "C", "C", "C", "C", "C", "C", "C", "C", "C", "H", "H", "H", "H", "H", "H", "H", "H", "H", "H", "H", "H", "H", "H", "H", "H", "H", "H", "H", "H", "H", "H", "H", "H", "H", "H", "H", "H", "H", "H", "H", "H", "H", "H", "H", "H", "H", "H", "H", "H", "H", "H", "H", "H", "H", "H", "H", "H", "H", "H", "H"],
  "positions_angstrom": [[1.961, -2.711, -3.587], [-2.092, -4.323, -6.904], [-1.792, -5.698, -0.876], [1.640, 7.264, 1.468], [-4.740, -2.543, 1.310], [2.868, 5.022, -0.041], [-3.342, -3.525, 1.112], [1.118, 0.551, 1.225], [4.467, 0.757, -1.336], [-2.730, -5.692, -2.148], [0.776, -2.639, 0.175], [2.940, 6.533, 0.681], [4.693, -0.496, -0.929], [1.022, 6.281, 2.968], [1.611, 4.924, -1.458], [1.410, -2.379, -0.986], [0.034, -0.433, 3.108], [2.210, 8.948, 2.114], [3.787, -1.523, -0.767], [-0.508, -4.348, -0.877], [-2.163, -2.892, 1.579], [0.303, -0.560, 1.592], [1.161, -1.851, 1.366], [3.166, 0.925, -1.593], [2.474, 3.629, 1.183], [2.149, -0.012, -1.520], [0.159, 7.584, 0.333], [0.154, -4.110, -2.102], [-4.315, -0.714, 1.548], [-5.554, -3.149, 2.917], [-0.987, -4.146, -4.387], [-1.379, -5.150, -5.484], [4.565, 4.635, -0.785], [-0.098, -4.886, -3.369], [-5.917, -2.650, -0.146], [1.114, -3.092, -2.121], [2.442, -1.308, -1.092], [-0.946, -3.872, 1.523], [-0.183, -3.590, 0.245], [4.831, 5.381, -1.536], [1.859, 5.979, 3.602], [-5.686, -2.288, 3.584], [1.394, 9.461, 2.636], [1.528, 0.858, 2.045], [5.331, 4.632, -0.007], [-0.508, -5.879, -3.176], [1.425, 3.646, 1.489], [0.883, -5.054, -3.840], [-4.844, -3.820, 3.427], [5.739, -0.723, -0.694], [0.342, 6.891, 3.576], [-5.160, -0.100, 1.206], [-1.888, -3.696, -3.956], [2.201, -1.520, 1.309], [1.727, 5.772, -2.133], [-5.924, -3.610, -0.673], [-0.376, 6.661, 0.096], [-0.204, 0.608, 3.366], [-2.038, -5.942, -5.117], [1.109, -2.447, 2.281], [-0.450, -3.343, -4.909], [-0.465, -5.640, -5.848], [-4.070, -0.476, 2.591], [2.880, 1.937, -1.899], [1.756, 4.004, -2.045], [0.471, 5.387, 2.666], [-1.935, -2.074, 0.878], [-1.290, -4.904, 1.572], [-0.780, -1.084, 3.452], [1.132, 0.265, -1.791], [2.539, 9.581, 1.288], [-2.582, -5.570, 0.279], [0.584, 4.910, -1.087], [-0.611, -0.509, 0.992], [4.568, 3.649, -1.268], [-0.559, 8.260, 0.815], [-2.288, -2.456, 2.581], [-6.471, -3.720, 2.744], [3.041, 8.827, 2.812], [4.119, -2.491, -0.394], [-6.915, -2.376, 0.222], [2.664, 2.649, 0.719], [-0.357, -3.707, 2.430], [-5.632, -1.875, -0.875], [-1.050, -6.908, -0.812], [-3.469, -0.399, 0.914], [0.483, 8.050, -0.600], [3.101, 3.708, 2.074], [0.942, -0.674, 3.684], [-2.574, -6.589, -2.607]],
  "gap_ev": 2.517,
  "e_tot_ha": -3559.09645,
  "charge": 0,
  "homo_energy_ha": -0.1842
}

***

[2]
{
  "formula": "BrClFNO",
  "method": "ωB97M-V/def2-TZVPD",
  "symbols": ["Br", "Cl", "F", "O", "N"],
  "positions_angstrom": [[1.389, 1.355, 1.078], [-1.859, -0.136, -0.764], [0.837, -0.811, -0.201], [-0.741, 0.700, 0.288], [0.439, 0.575, -0.289]],
  "de_lowest_kj_mol": 264.30,
  "gap_ev": 9.937,
  "e_tot_ha": -3263.84521,
  "charge": 0,
  "homo_energy_ha": -0.4040
}

***

[3]
{
  "formula": "C9H11O2",
  "method": "ωB97M-V/def2-TZVPD",
  "symbols": ["O", "O", "C", "C", "C", "C", "C", "C", "C", "C", "C", "H", "H", "H", "H", "H", "H", "H", "H", "H", "H", "H"],
  "positions_angstrom": [[-0.254, -1.317, 2.705], [0.446, -1.689, 4.698], [0.078, -0.861, 3.787], [0.360, -0.053, -1.283], [0.934, -0.306, 0.078], [-0.127, 1.194, -1.654], [-0.658, -0.927, -3.292], [0.088, 0.595, 4.149], [-0.628, 1.412, -2.936], [0.038, -1.139, -2.123], [-0.907, 0.358, -3.784], [1.870, 0.233, 0.289], [-0.002, 2.025, -0.970], [-1.286, 0.452, -4.790], [0.333, -2.115, -1.743], [0.221, 0.022, 0.820], [1.218, -1.344, 0.229], [-0.782, 1.072, 3.712], [-1.027, -1.796, -3.814], [-0.982, 2.417, -3.106], [0.071, 0.697, 5.237], [0.994, 1.071, 3.790]],
  "de_lowest_kj_mol": 27.33,
  "gap_ev": [9.530, 5.708],
  "s2": 0.756,
  "e_tot_ha": -499.94654,
  "charge": 0,
  "spin_multiplicity": 2,
  "homo_energy_ha": [-0.3247, -0.3246]
}

***

[4]
{
  "formula": "C30H50AsCdFGeN4O4SSi2",
  "method": "ωB97M-V/def2-TZVPD",
  "symbols": ["Cd", "As", "Ge", "S", "Si", "Si", "F", "O", "O", "O", "O", "N", "N", "N", "N", "C", "C", "C", "C", "C", "C", "C", "C", "C", "C", "C", "C", "C", "C", "C", "C", "C", "C", "C", "C", "C", "C", "C", "C", "C", "C", "C", "C", "C", "C", "H", "H", "H", "H", "H", "H", "H", "H", "H", "H", "H", "H", "H", "H", "H", "H", "H", "H", "H", "H", "H", "H", "H", "H", "H", "H", "H", "H", "H", "H", "H", "H", "H", "H", "H", "H", "H", "H", "H", "H", "H", "H", "H", "H", "H", "H", "H", "H", "H", "H"],
  "positions_angstrom": [[0.797, 0.472, 0.308], [-2.368, 1.339, -0.531], [2.717, 3.319, -0.589], [-1.058, -0.299, 3.055], [-4.383, 0.749, 0.383], [-3.055, 2.256, -2.508], [-1.847, -1.983, 6.395], [0.755, -2.997, 1.821], [-0.413, -0.122, 8.023], [3.270, -0.711, 5.476], [1.788, -1.022, 2.013], [-0.142, 1.579, 4.654], [1.400, -1.876, 4.855], [-0.887, 2.246, 2.508], [1.352, -0.373, 6.619], [-3.860, 4.020, -2.451], [-0.651, 1.253, 3.470], [-0.569, -1.603, 6.146], [4.088, 2.916, 0.821], [0.035, 2.855, 4.950], [0.919, -1.054, -2.811], [2.074, -2.579, 3.789], [2.087, -0.951, 5.607], [-0.355, 3.902, 4.092], [-1.506, 2.506, -3.612], [-1.279, -2.251, -2.562], [0.046, -0.641, 7.021], [4.433, -1.219, 0.291], [-4.341, 1.017, 2.281], [2.260, -0.874, -2.506], [2.162, -2.761, -1.054], [5.087, -0.475, -1.986], [0.083, -2.117, 5.073], [-4.267, 1.223, -3.607], [-4.920, -1.089, 0.144], [0.824, -2.932, -1.353], [-0.846, 3.555, 2.863], [-5.953, 1.738, -0.130], [2.901, -1.720, -1.608], [4.351, -1.558, -1.201], [1.992, 5.170, -0.066], [1.454, -2.159, 2.374], [1.701, 1.787, -1.168], [3.873, 3.856, -2.172], [0.172, -2.064, -2.225], [3.611, 2.542, 1.726], [3.874, -0.304, 0.488], [-1.394, -3.022, -3.328], [6.132, -0.441, -1.674], [4.001, -2.005, 0.903], [4.775, 2.151, 0.470], [-5.807, -1.347, 0.718], [-0.263, 4.935, 4.388], [-5.830, 2.792, 0.099], [2.786, 5.911, -0.035], [-5.119, -1.317, -0.901], [-1.840, -2.557, -1.682], [3.257, 4.087, -3.038], [1.835, 0.352, 7.136], [-1.199, 4.263, 2.128], [-4.213, 4.385, -3.413], [-4.599, 1.734, -4.509], [-5.152, 0.963, -3.034], [-4.709, 4.021, -1.773], [0.449, -0.381, -3.515], [4.632, 0.491, -1.779], [-3.801, 0.289, -3.911], [-0.851, 3.242, -3.155], [1.965, -3.658, 3.932], [4.479, 4.729, -1.940], [-4.337, 2.077, 2.528], [-0.400, -2.795, 4.384], [5.056, -0.669, -3.058], [0.474, 3.063, 5.918], [4.858, -2.522, -1.363], [-5.174, 0.560, 2.808], [3.125, -2.292, 3.812], [-1.371, 1.963, 1.638], [2.638, -3.452, -0.371], [-4.121, -1.746, 0.475], [1.511, 5.152, 0.908], [0.280, -3.738, -0.886], [4.543, 3.050, -2.459], [4.666, 3.802, 1.073], [0.818, 2.144, -1.719], [-0.949, 1.575, -3.662], [5.472, -1.077, 0.591], [-1.709, 2.830, -4.629], [1.256, 5.504, -0.792], [-6.122, 1.653, -1.198], [2.791, -0.067, -2.981], [-1.707, -1.324, -2.938], [-6.848, 1.391, 0.379], [-3.429, 0.582, 2.676], [-3.142, 4.742, -2.072]],
  "de_lowest_kj_mol": 88.88,
  "gap_ev": 5.069,
  "e_tot_ha": -7250.68216,
  "charge": -2,
  "homo_energy_ha": -0.0390
}

***

[5]
{
  "formula": "C33H40N3O2Pt",
  "method": "ωB97M-V/def2-TZVPD",
  "symbols": ["Pt", "O", "O", "N", "N", "N", "C", "C", "C", "C", "C", "C", "C", "C", "C", "C", "C", "C", "C", "C", "C", "C", "C", "C", "C", "C", "C", "C", "C", "C", "C", "C", "C", "C", "C", "C", "C", "C", "C", "H", "H", "H", "H", "H", "H", "H", "H", "H", "H", "H", "H", "H", "H", "H", "H", "H", "H", "H", "H", "H", "H", "H", "H", "H", "H", "H", "H", "H", "H", "H", "H", "H", "H", "H", "H", "H", "H", "H", "H"],
  "positions_angstrom": [[-0.146, 1.315, -0.012], [-0.596, 1.615, 2.719], [-1.939, 1.281, 4.497], [1.768, 1.474, 0.714], [-2.170, 0.998, -0.138], [-0.046, -0.831, -0.417], [1.573, -3.338, 2.761], [3.909, 2.044, -0.263], [1.310, -3.978, 1.398], [-3.038, 1.384, 1.013], [4.414, 4.301, -0.866], [0.641, 5.531, 0.746], [0.059, -1.916, 0.581], [1.234, -2.892, 0.318], [-0.878, -3.132, 3.164], [0.439, -2.363, 3.074], [-0.268, 3.345, 0.095], [0.837, 4.197, 0.380], [2.661, 2.448, 0.185], [-0.282, -1.148, -1.735], [-0.523, -0.317, -4.050], [-0.466, 0.856, -4.997], [-2.772, 0.689, 2.348], [-1.266, -2.703, 0.740], [0.355, -1.312, 1.964], [-0.609, 6.117, 0.712], [4.795, 2.970, -0.788], [-0.849, -2.643, -3.621], [-0.017, -4.745, 1.451], [-1.663, 1.265, 3.294], [-0.826, -1.591, -4.524], [-1.671, 5.367, 0.234], [2.238, 3.773, 0.095], [-0.585, -2.428, -2.274], [-1.487, 4.026, -0.062], [-0.262, -0.112, -2.709], [3.152, 4.684, -0.439], [-1.164, -4.045, -4.082], [-1.159, -3.788, 1.813], [-2.538, 1.388, -1.003], [2.159, -2.302, 0.306], [-1.243, 1.590, -4.769], [-2.965, 2.460, 1.149], [0.049, -5.544, 2.198], [-1.691, -2.449, 3.429], [-0.215, -5.220, 0.483], [-1.029, -1.760, -5.576], [-0.641, -3.299, -1.646], [5.088, 5.038, -1.284], [-0.744, 7.148, 1.017], [1.169, -3.368, -0.656], [-1.573, -3.158, -0.200], [1.413, 1.724, 1.651], [0.633, -1.851, 4.021], [-2.053, -1.994, 1.011], [-2.050, -4.440, -3.578], [0.014, 0.885, -2.387], [-0.384, -0.551, 2.209], [-2.102, -4.343, 1.860], [2.838, 5.712, -0.564], [5.767, 2.649, -1.141], [-0.340, -4.729, -3.864], [-2.650, 5.816, 0.113], [-2.345, 3.483, -0.442], [2.210, 0.564, 0.755], [-0.818, -3.890, 3.953], [2.122, -4.670, 1.153], [0.492, 1.374, -4.929], [-3.708, 0.701, 2.910], [1.497, 6.121, 1.054], [-0.604, 0.535, -6.031], [1.644, -4.107, 3.539], [2.529, -2.804, 2.741], [-2.182, -0.018, -0.257], [-2.543, -0.366, 2.171], [1.318, -0.799, 1.932], [-4.062, 1.152, 0.702], [-1.349, -4.075, -5.156], [4.182, 0.997, -0.196]],
  "de_lowest_kj_mol": 122.93,
  "gap_ev": 6.591,
  "e_tot_ha": -1715.67769,
  "charge": -1,
  "homo_energy_ha": -0.1485
}